Record 1
83
Properties=species:S:1:pos:R:3:mulliken_charge:R:1 method="wB97M-V/def2-TZVPD" de_lowest_ev=2.008 homo_lumo_gap_ha=0.156 total_charge=+1 mol_weight_g_mol=1085.379
H -5.150 0.218 0.836 0.46
S 1.239 -1.077 -3.796 -0.54
H -1.549 3.992 4.301 0.50
C 0.212 4.418 3.145 -0.97
H -1.161 -2.451 1.804 0.54
C 3.276 0.002 -5.914 0.52
N -0.435 -2.846 -1.232 0.26
C 1.913 -1.564 4.915 -0.70
C 4.837 0.714 -4.079 -0.30
C 0.187 -5.146 -1.285 -0.58
C 3.622 0.170 -4.455 -0.21
H -2.365 -2.344 -1.639 0.69
C -3.075 1.789 1.075 -1.83
C 1.162 3.902 2.312 -0.86
H -5.335 -2.216 0.985 0.42
C -4.274 -0.364 1.073 -0.17
C 2.696 -0.202 -3.460 0.55
H 1.981 1.110 0.523 -0.39
F 4.270 0.414 -6.712 -0.31
O -4.045 0.607 -1.828 -0.64
O -1.743 -0.080 -1.554 -0.31
C -3.249 -2.502 1.387 -0.99
C 2.731 -0.818 2.680 -1.26
H -1.358 -6.518 -1.854 0.45
C 2.044 2.094 0.974 -0.54
H 6.056 1.287 -2.398 0.44
C -0.394 -1.491 5.543 -0.99
S -0.661 2.277 -1.849 1.06
H 0.955 -5.889 -1.149 0.49
H -1.181 -1.671 6.258 0.47
F 1.035 4.207 -1.515 -0.19
H 1.174 -2.197 6.819 0.42
F 2.196 0.718 -6.256 -0.21
H -1.741 -0.749 4.069 0.40
H -1.770 1.681 3.499 0.57
C -0.243 4.077 -1.887 0.55
N 2.949 0.057 -2.167 0.00
H -3.068 -4.711 -2.088 0.53
H 2.361 -0.888 1.653 -0.30
H 1.979 4.513 1.960 0.51
H 3.517 -1.557 2.824 0.60
C -0.835 3.600 3.593 -0.64
C 4.111 0.593 -1.818 -0.36
H 0.274 5.443 3.480 0.45
F -0.401 4.655 -3.061 -0.19
C -4.379 -1.738 1.134 -1.01
F -0.993 4.715 -0.990 -0.22
O 0.183 1.609 -2.789 -0.79
S -2.701 0.782 -2.223 1.05
C -1.676 -3.173 -1.569 -0.52
O -0.344 1.918 -0.496 -0.54
C -2.050 -1.863 1.603 -1.36
C -0.016 1.738 2.288 1.05
F -2.077 -1.020 -4.029 -0.16
H -3.778 2.043 0.285 0.56
N -2.173 2.254 -2.197 -0.66
Sn 0.544 -0.511 -1.351 1.60
P -0.183 0.011 1.725 2.05
C 0.290 -0.743 3.361 0.75
I 2.365 -3.138 -0.531 0.09
C 0.923 -1.787 5.853 -0.82
H 4.244 0.756 -0.757 0.47
C -0.952 2.294 3.148 -0.57
C 1.620 -1.044 3.657 0.69
C -3.063 0.304 1.254 0.54
C -1.105 -5.486 -1.667 -0.30
C -1.937 -0.463 1.575 0.90
F 3.024 -1.272 -6.245 -0.21
F -3.771 0.185 -4.574 -0.23
C 1.096 2.545 1.854 1.02
H 3.173 0.167 2.831 0.29
H -2.100 2.161 0.783 -0.06
H -3.306 -3.579 1.410 0.53
H 2.861 2.733 0.678 0.37
H -3.401 2.298 1.983 0.48
H 5.564 0.983 -4.831 0.54
C -2.576 0.217 -4.007 0.55
H 2.939 -1.803 5.154 0.49
C -2.054 -4.485 -1.801 -1.22
F -1.786 1.003 -4.720 -0.23
C 5.106 0.900 -2.727 -1.07
C -0.709 -0.962 4.306 -0.56
C 0.456 -3.808 -1.092 0.08

Record 2
87
Properties=species:S:1:pos:R:3:mulliken_charge:R:1 method="wB97M-V/def2-TZVPD" homo_lumo_gap_ha=0.274 total_charge=0 mol_weight_g_mol=874.642
C 1.416 5.181 -0.531 -0.90
H -2.200 -2.993 3.937 0.28
C 5.788 5.512 0.110 -0.98
C -2.350 -4.646 -1.068 0.73
C 1.051 -5.389 5.372 0.83
O 8.497 6.311 2.266 -0.61
C 6.946 4.570 2.582 -0.87
O 1.455 0.260 -5.591 -0.58
O -8.013 -2.693 4.877 -0.58
H -4.223 1.183 -2.524 0.41
C 1.298 2.502 -6.261 0.03
H 8.145 7.486 0.536 0.34
O 2.867 5.494 -2.357 -0.69
C -1.406 -4.010 5.849 0.97
N -0.551 -2.017 1.147 -0.44
H 1.489 2.068 -4.468 0.23
O -2.443 -3.392 5.999 -0.63
C 5.876 3.934 2.093 0.28
O 0.906 1.076 -10.174 -0.57
H 1.816 -6.443 7.279 0.36
C -5.820 -2.650 1.931 0.91
C 7.517 5.710 1.869 0.84
H 0.054 -2.422 0.432 0.27
H 5.302 5.819 -0.807 0.50
H 1.174 -0.492 -8.081 0.42
C 2.156 4.744 -1.712 0.93
C -5.968 -4.078 1.501 0.38
C 1.320 1.028 -6.524 1.14
C 0.663 4.314 0.153 0.30
C -1.970 -1.899 0.693 -0.18
O 5.328 2.887 2.724 -0.60
H -2.305 -0.860 0.929 0.25
O -1.401 -3.370 3.519 -0.39
H -1.239 -4.731 7.899 0.43
O -5.100 -1.901 1.294 -0.50
H -8.479 -3.494 5.182 0.35
H 3.153 3.752 -3.543 0.33
C 6.856 6.150 0.601 0.44
C -7.449 -4.502 3.379 0.99
C -3.979 0.172 -2.191 0.51
C 2.021 3.318 -2.135 0.65
O 1.411 2.889 -4.982 -0.33
C 5.233 4.359 0.810 0.97
H -0.486 3.879 1.546 0.36
O 2.691 2.950 -3.238 -0.62
O 0.330 -0.735 -1.876 -0.50
H 0.834 1.901 -10.690 0.35
H 0.510 -3.073 -2.045 0.09
H 0.862 -4.699 3.311 0.45
O 0.946 3.701 -9.580 -0.62
H -0.571 -2.732 1.882 0.26
O -8.143 -5.250 4.041 -0.61
C -3.434 -0.840 -1.809 -1.06
O -5.302 -4.457 0.400 -0.64
C -0.763 -4.033 4.500 0.11
H -4.826 -3.664 0.086 0.28
O -1.614 -5.362 -0.514 -0.44
H -6.845 -5.971 1.888 0.44
O 2.104 -5.978 5.227 -0.60
O -0.030 4.686 1.241 -0.61
C -6.731 -4.938 2.186 -0.78
H -6.457 -1.173 3.402 0.44
H 1.507 6.219 -0.243 0.45
C 1.049 2.935 -8.639 0.95
C 1.271 2.450 -1.451 -1.16
H 4.575 2.610 2.168 0.35
H 7.422 4.272 3.506 0.42
H -0.628 -1.955 -3.775 0.07
C -7.323 -3.070 3.792 0.40
C 0.394 -5.389 6.716 0.31
N -3.060 -3.725 -1.467 -0.58
O -0.136 2.128 0.411 -0.63
C 0.550 2.879 -0.256 0.92
C -0.755 -4.740 6.933 -0.95
P -0.368 -1.986 -2.375 0.03
Si -2.242 -2.146 -1.167 0.51
C 1.044 1.461 -8.898 0.37
O 1.014 -6.070 7.690 -0.56
O 7.389 7.214 -0.017 -0.57
H 1.170 1.413 -1.751 0.74
H -2.575 -2.662 1.228 0.17
C 1.171 3.388 -7.258 -0.80
C 1.174 0.575 -7.905 -1.06
H 1.155 4.455 -7.083 0.45
O 4.272 3.738 0.396 -0.50
C -6.558 -2.210 3.111 -1.10
C 0.386 -4.677 4.282 -0.75

Record 3
74
Properties=species:S:1:pos:R:3:mulliken_charge:R:1 method="wB97M-V/def2-TZVPD" de_lowest_ev=0.876 homo_lumo_gap_ha=0.154 total_charge=-1 mol_weight_g_mol=729.935
C -2.371 1.285 4.258 -1.16
C 2.579 -5.895 3.208 -0.79
H -1.293 -2.939 2.005 0.58
C -1.614 -2.768 -4.439 0.11
H -4.028 -3.296 -2.099 0.44
C -1.919 -0.084 1.920 1.06
H 2.933 1.695 0.309 0.19
H 0.884 5.153 1.792 0.37
C -2.206 -1.902 0.370 -0.14
Si 1.109 2.691 1.659 -0.02
H -2.172 -5.148 1.282 0.40
H 1.940 2.799 -0.672 0.23
H 1.465 -2.963 -1.995 0.07
N -0.003 -0.591 -2.244 -0.49
F -0.892 2.023 -1.232 -0.19
N 0.017 1.347 1.427 0.49
H 2.772 3.265 3.436 0.35
C -2.963 -0.457 2.736 -0.72
H 2.953 -2.087 2.706 0.54
H 2.322 -5.999 1.087 0.58
C 2.535 -3.379 0.409 0.88
C 2.869 -4.088 -0.820 0.35
C 1.498 -1.012 0.204 -0.56
C 3.535 -5.347 -3.209 -0.62
C 4.200 -5.690 -2.038 -0.78
H 2.816 -5.486 5.300 0.40
C 2.856 -3.154 2.854 -0.59
H 3.127 3.447 0.442 0.42
C -0.194 -1.249 -3.174 0.65
C 2.783 -5.066 4.303 -0.37
C -1.035 0.980 2.231 0.19
H 2.537 1.516 3.318 0.24
O -1.666 -0.682 0.707 0.30
C 2.050 -2.112 0.317 -0.50
H 1.351 2.513 4.155 0.37
H 3.788 -5.838 -4.139 0.42
C 0.674 -2.341 -5.159 0.15
H -0.305 4.451 0.686 0.20
H 2.060 -4.077 -4.118 0.20
C 3.869 -5.070 -0.848 -0.33
C -0.389 -2.087 -4.269 0.02
F -1.561 2.836 -3.270 -0.37
H -0.563 4.365 2.429 0.32
C 2.669 -3.981 1.740 0.44
C -3.174 -4.357 -0.444 -0.52
F 0.399 3.562 -2.343 -0.41
C -1.319 1.651 3.433 -0.62
H 4.419 -5.304 0.052 0.56
C -2.972 -1.983 -0.780 -0.51
Pd 0.262 0.398 -0.363 0.98
N -2.607 -3.333 -4.591 -0.54
C 2.227 -3.731 -2.014 0.13
H 4.990 -6.430 -2.058 0.39
C -3.196 0.225 3.926 -0.68
C -1.908 -3.032 1.119 0.29
H -4.019 -0.063 4.565 0.38
H -0.699 2.486 3.713 0.19
H -2.546 1.839 5.171 0.38
H 2.450 -6.960 3.349 0.41
F -1.596 4.190 -1.428 -0.37
B -0.919 3.200 -2.113 0.09
C 2.396 2.647 0.308 -0.93
C 2.525 -5.359 1.933 -0.22
C 0.194 4.319 1.647 -0.92
H 3.076 -3.049 4.977 0.41
C -2.401 -4.261 0.706 -0.83
H -3.548 -5.319 -0.767 0.41
C 2.554 -4.363 -3.198 -0.29
H -3.607 -1.275 2.441 0.45
C -3.454 -3.219 -1.188 -0.55
H -3.159 -1.082 -1.349 0.47
C 2.923 -3.696 4.123 -0.70
N 1.528 -2.592 -5.894 -0.63
C 2.025 2.480 3.300 -1.13

Record 4
74
Properties=species:S:1:pos:R:3:lowdin_spin:R:1 method="wB97M-V/def2-TZVPD" de_lowest_ev=0.176 homo_lumo_gap_ha="0.290 / 0.183" total_charge=+1 mol_weight_g_mol=765.417 s_squared=6.0786 multiplicity=5
Cl -1.916 2.059 0.702 0.27
O -0.813 2.071 -2.310 0.07
C 0.069 3.384 -4.674 0.15
H -1.503 2.832 -7.621 0.01
C -0.767 -0.093 3.506 0.10
C 0.039 0.135 2.366 0.04
C 0.024 3.008 -2.241 0.01
H -2.999 -6.061 1.687 0.00
H 1.604 2.924 3.534 0.00
C -1.933 -5.983 1.471 0.01
H -1.751 4.086 -5.512 0.00
H 3.441 2.443 2.621 0.00
C -0.881 3.462 -5.667 -0.01
N -0.207 -0.544 1.218 0.48
C -0.028 -2.767 2.123 0.06
O 0.982 3.089 -1.456 0.01
H 0.713 4.806 -3.207 0.01
H -1.757 -6.469 0.509 0.00
H 6.451 0.952 -4.190 0.00
C 0.366 1.912 -7.072 0.02
C -0.745 2.747 -6.854 0.22
C 1.324 1.789 -6.111 0.11
C 3.127 1.035 -0.291 0.03
C -0.680 -1.841 1.296 0.03
H -2.832 0.706 -2.567 0.00
C 3.697 -0.967 -3.667 0.00
N -2.551 -1.444 -0.275 0.01
H -0.479 2.457 6.586 0.00
H 0.819 -2.422 2.702 0.00
H 2.190 1.159 -6.259 0.00
N -2.011 -0.591 -1.167 0.07
H 0.109 -4.772 2.834 0.00
C 0.089 1.868 4.600 0.11
C -4.242 -0.603 -1.403 0.00
H -5.232 -0.363 -1.746 0.00
N 1.956 0.785 0.264 0.03
H -1.488 -0.897 3.463 0.00
Cl 1.087 -0.348 -3.326 0.01
H -2.973 -3.975 -0.014 0.00
H -1.038 4.583 -3.297 0.00
C 1.198 2.517 -4.893 0.12
C 5.030 -0.631 -3.856 0.01
C 2.737 0.029 -3.690 0.01
H 0.457 1.372 -8.004 0.00
H 3.399 -1.989 -3.480 0.00
N 1.995 1.369 1.478 0.01
H -1.390 -6.539 2.233 0.00
Cl 4.889 3.322 -4.339 0.01
H 3.343 0.657 -1.277 0.00
C -1.764 -2.310 0.527 0.05
C 3.198 1.968 1.689 0.02
C 5.413 0.686 -4.055 0.00
H -0.454 3.769 5.408 0.01
Pd -0.382 0.721 -0.595 1.40
H 2.015 2.911 -3.053 0.00
C 3.953 1.780 0.564 0.01
C 0.054 2.856 5.725 0.02
C -1.496 -4.548 1.429 0.06
C 4.444 1.676 -4.088 0.01
H 4.962 2.111 0.396 0.00
C -3.027 -0.066 -1.840 0.02
C -0.080 4.071 -3.355 0.02
H 1.061 3.134 6.039 0.00
H -4.496 -2.107 0.231 0.00
C -0.426 -4.087 2.189 -0.01
C -3.897 -1.476 -0.402 0.02
C 3.100 1.356 -3.924 0.02
N 2.112 2.377 -3.931 0.28
C -2.147 -3.639 0.600 -0.01
C -0.745 0.750 4.588 -0.01
H 5.782 -1.407 -3.836 0.00
H -1.419 0.574 5.417 0.00
C 0.968 1.212 2.435 0.09
C 0.946 2.066 3.521 -0.02

Record 5
74
Properties=species:S:1:pos:R:3:mulliken_charge:R:1 method="wB97M-V/def2-TZVPD" de_lowest_ev=0.610 homo_lumo_gap_ha=0.252 total_charge=0 mol_weight_g_mol=859.697
H 0.378 -0.525 -1.938 0.39
O -6.912 -3.165 -1.012 -0.50
H -4.989 -4.656 -2.361 0.43
H 2.556 3.946 -1.363 0.37
S -1.165 0.416 1.432 -0.69
H 2.499 2.839 -2.737 0.40
N 0.855 1.496 -0.355 0.71
H 4.156 -2.886 -4.074 0.44
H -3.549 -1.779 1.470 0.55
C 1.813 -2.426 4.627 -0.89
C 2.713 -0.262 5.097 -0.67
C 5.502 0.732 -0.630 -0.58
H 2.901 -1.947 6.419 0.37
C 3.170 1.242 -0.464 0.56
H -3.221 2.031 0.705 0.23
C 2.465 -7.161 0.201 -0.43
H 3.204 -0.866 -5.134 0.40
O -1.166 -3.336 1.494 -0.56
C 2.221 0.202 3.882 -0.44
C 1.142 -5.466 -0.876 -0.37
C 2.504 -4.904 1.024 -0.39
C -1.294 1.649 0.192 0.50
C 1.201 -1.050 -2.410 -0.67
H 3.250 0.415 5.752 0.38
H -2.579 -4.514 -1.694 0.43
H 1.630 -3.456 4.914 0.41
H 3.209 -3.744 -1.968 0.38
H 2.794 -8.191 0.268 0.37
C 1.524 -0.636 2.997 -0.60
H 3.629 -6.516 1.884 0.41
C -3.326 -3.950 -1.153 -0.50
C 1.724 -2.198 -1.812 0.30
C 2.791 -1.237 -4.205 -0.62
H 0.749 -2.633 2.789 0.65
C 2.936 -6.222 1.106 -0.61
C 1.722 -0.580 -3.607 -0.46
C -1.514 -3.132 0.354 0.15
C -2.937 -3.154 -0.089 0.46
H -2.602 2.980 -0.596 0.24
C -4.669 -4.032 -1.539 -0.93
H 0.991 3.453 -2.034 0.39
C 1.942 1.956 -0.873 0.94
H 6.141 -0.935 0.579 0.46
C -3.863 -2.394 0.638 -0.83
Pt 1.090 0.190 1.198 1.51
C 2.519 -1.584 5.473 -0.43
O -6.255 -1.819 0.746 -0.51
H 3.845 -1.265 1.538 0.37
C 5.322 -0.301 0.270 -0.92
N -0.339 2.103 -0.592 -1.39
N 3.024 0.260 0.457 -0.07
H 2.384 1.242 3.621 0.35
C 3.326 -2.370 -3.609 -0.67
As 1.089 -2.639 -0.025 0.74
H 0.447 -5.167 -1.653 0.41
H 1.191 -7.519 -1.491 0.40
H 6.480 0.928 -1.050 0.42
C 1.613 -4.519 0.030 0.22
H -7.915 -1.460 -0.426 0.25
H -8.036 -2.863 0.695 0.26
C 1.998 3.118 -1.808 -1.85
C 4.415 1.508 -1.006 -0.82
C -5.561 -3.275 -0.826 0.82
H 2.847 -4.177 1.754 0.25
C -7.385 -2.301 0.022 -0.24
C 1.324 -1.958 3.410 0.66
O -0.655 -2.885 -0.634 -0.45
C -5.167 -2.472 0.230 0.70
C 2.793 -2.851 -2.419 -0.47
H 4.527 2.303 -1.729 0.44
H 1.295 0.301 -4.071 0.48
C 4.056 -0.502 0.798 0.06
C 1.563 -6.784 -0.788 -0.71
N -2.526 2.168 -0.007 -0.39

Record 6
79
Properties=species:S:1:pos:R:3:mulliken_charge:R:1 method="wB97M-V/def2-TZVPD" homo_lumo_gap_ha=0.263 total_charge=-1 mol_weight_g_mol=843.242
C -2.906 3.848 -3.218 -0.16
N 1.712 -0.874 -1.452 0.34
H 4.545 2.695 -3.897 0.21
C -1.910 -3.305 -3.408 -0.89
C -1.283 3.551 4.476 0.02
H -2.594 -3.664 1.797 0.43
H 3.924 3.311 5.000 0.42
C -3.620 4.047 3.061 -0.69
F -4.154 4.023 -2.764 -0.33
H -2.661 2.983 1.448 0.44
C -0.731 0.244 -3.667 -0.08
C -2.452 -3.591 0.725 -0.64
H 4.500 -1.942 -3.894 0.47
H -1.610 0.824 -3.964 0.32
H 4.735 -1.590 4.343 0.38
C -2.096 -3.430 -2.014 1.40
C 3.714 -1.656 -3.206 -0.37
C -0.571 3.289 -2.771 0.43
C -3.488 4.511 4.363 -0.32
C -0.303 2.337 2.471 -0.32
O -0.419 2.214 1.238 -0.70
H -1.316 -2.011 -4.994 0.46
C -2.602 -4.617 -1.444 -0.90
C 2.859 3.221 5.230 -1.19
C 2.863 -2.592 -2.642 -0.83
C -2.318 4.262 5.069 -0.71
H 4.212 0.337 2.811 0.46
N -1.296 -1.149 -1.755 -0.14
H 3.397 -1.091 5.394 0.31
H -3.178 -5.585 0.360 0.35
C 4.454 0.716 -3.483 0.19
H 2.676 3.685 6.203 0.34
H 2.294 3.763 4.470 0.24
H -4.293 5.068 4.828 0.37
H 3.065 -1.629 3.738 0.23
H -2.210 4.625 6.085 0.39
C -1.893 3.479 -2.355 -0.23
F 0.863 3.287 -4.654 -0.40
H 2.989 1.209 6.001 0.45
C -1.410 3.089 3.169 0.53
C -2.583 3.344 2.465 -0.52
F -1.087 4.027 -6.319 -0.34
Cd -0.072 0.396 -0.006 2.29
C 2.565 0.012 -1.964 -0.49
H 1.154 -2.850 -1.347 0.54
S 0.700 2.828 -1.689 -0.43
N 0.688 1.934 3.274 -0.18
C -1.167 -1.052 -3.062 0.47
C -2.779 -4.683 -0.091 -0.54
S -1.570 -1.120 1.329 -0.68
C -2.644 4.041 -4.559 0.70
N 3.947 1.966 -3.549 -0.21
H 1.371 1.686 5.481 0.42
F -3.620 4.407 -5.398 -0.34
C 3.551 -0.320 -2.880 0.06
H 2.445 1.032 -1.625 0.56
C -1.459 -2.135 -3.927 -0.97
H 4.664 0.888 4.423 0.37
H -0.366 3.352 5.013 0.26
S 2.046 0.234 1.548 -0.67
C -1.765 -2.311 -1.203 -0.64
F -2.217 3.286 -1.077 -0.16
C 2.428 1.760 5.243 -0.70
O 5.557 0.410 -3.915 -0.69
C 1.735 1.167 2.967 0.35
H -2.844 -5.456 -2.088 0.34
C -1.357 3.851 -5.017 0.20
C 3.905 0.348 3.852 -0.95
H -0.159 0.841 -2.959 -0.64
C -1.943 -2.404 0.222 0.62
H -0.125 0.076 -4.560 0.44
H 2.961 -3.646 -2.865 0.43
H -4.531 4.240 2.506 0.40
H 3.039 2.234 -3.186 0.19
C 1.866 -2.154 -1.783 -0.62
C -0.358 3.477 -4.138 0.22
N 2.662 1.099 3.963 0.19
C 3.768 -1.080 4.367 -0.98
H -2.138 -4.152 -4.046 0.38

no.,energy (a.u.)
1,-4723.509365
2,-3707.386963
3,-2448.622301
4,-3299.664339
5,-4586.333505
6,-3599.127024